Entry 1:
ORCA calculation (ωB97M-V/def2-TZVPD) on a cluster of 2 separate species, C4H10N2O in total at a distorted geometry.

Each line ends with the Mulliken charge.
Positions of all 17 atoms, in Å:
C1 0.454 -2.958 -1.119  -0.76
N1 1.459 -2.081 -0.543  -0.38
C2 0.545 0.094 0.795  -0.70
C3 0.221 1.630 0.890  -0.28
C4 -0.903 2.084 0.119  0.55
N2 -1.532 3.352 0.393  -0.55
O1 -1.480 1.441 -0.802  -0.61
H1 -0.044 -2.478 -1.975  0.28
H2 0.784 -3.977 -1.387  0.34
H3 -0.377 -3.143 -0.385  0.24
H4 2.346 -2.437 -0.894  0.19
H5 1.580 -0.013 0.432  0.31
H6 -0.228 -0.345 0.132  0.17
H7 0.438 -0.387 1.806  0.31
H8 0.778 2.326 1.491  0.38
H9 -1.799 3.488 1.359  0.24
H10 -2.242 3.403 -0.312  0.28

Computed properties:
**Total charge**: 0
**Frontier orbital gap**: 3.57 eV
**M**: 102.137 Da
**Maximum force**: 0.06931 Eh/bohr

---

Entry 2:
ORCA calculation (ωB97M-V/def2-TZVPD) on the molecule C4H10N2O at a distorted geometry.

Each line ends with the Mulliken charge.
Positions of all 17 atoms, in Å:
N1 1.138 -1.458 0.175  -0.59
C1 0.045 -0.482 0.145  0.29
C2 0.453 0.900 0.582  -0.56
C3 0.626 0.994 2.071  -0.03
O1 1.306 1.802 2.646  -0.48
C4 -0.547 -0.488 -1.258  -1.04
N2 -1.733 0.380 -1.339  -0.51
H1 1.586 -1.543 -0.727  0.23
H2 1.835 -1.250 0.875  0.24
H3 -0.726 -0.912 0.783  0.22
H4 -0.398 1.560 0.352  0.33
H5 1.351 1.242 0.083  0.26
H6 0.061 0.234 2.645  0.35
H7 0.160 -0.192 -2.029  0.46
H8 -0.796 -1.516 -1.528  0.40
H9 -2.587 -0.153 -1.260  0.22
H10 -1.773 0.882 -2.216  0.20

Computed properties:
**Total charge**: 0
**Frontier orbital gap**: 10.39 eV
**M**: 102.137 Da
**Structure (SMILES)**: NC[C@@H](N)CC=O
**Maximum force**: 0.02239 Eh/bohr

---

Calculated ΔE to the lowest compared entry with this formula, charge and spin in order - 173.8, 38.2 kcal per mole
Calculated electronic energy in order - -342.92451, -343.14059 a.u.